# 1
The following is a DFT calculation (ωB97M-V with the def2-TZVPD basis set) of a molecular structure, C20H39EuNO5S.

CARTESIAN COORDINATES (ANGSTROEM)
Eu  -0.28  -0.47  0.73
C  -1.38  0.47  3.97
O  -1.75  0.11  2.61
C  -3.15  -0.22  2.51
C  -3.51  -0.30  1.04
O  -2.51  -1.00  0.27
C  -2.64  -2.43  0.09
C  -2.16  -3.19  1.31
O  -0.89  -2.64  1.69
C  -0.33  -3.35  2.83
H  -1.88  1.39  4.25
H  -1.66  -0.34  4.65
H  -0.30  0.60  3.99
H  -3.33  -1.15  3.05
H  -3.74  0.57  2.97
H  -4.48  -0.79  0.92
H  -3.58  0.69  0.59
H  -3.68  -2.68  -0.14
H  -2.03  -2.67  -0.78
H  -2.85  -3.12  2.15
H  -2.04  -4.24  1.05
H  -0.14  -4.39  2.54
H  0.59  -2.86  3.10
H  -1.04  -3.32  3.66
O  1.80  -1.09  1.75
C  2.48  0.00  2.46
C  3.29  0.86  1.52
C  2.46  1.43  0.36
C  1.38  2.40  0.78
C  1.70  3.70  1.12
C  0.70  4.58  1.50
C  -0.62  4.13  1.53
C  -0.86  2.82  1.20
N  0.11  1.95  0.84
H  2.45  -1.75  1.46
H  3.09  -0.44  3.25
H  1.68  0.57  2.94
H  4.13  0.29  1.12
H  3.73  1.67  2.10
H  2.03  0.61  -0.23
H  3.13  1.94  -0.34
H  2.73  4.04  1.07
H  0.93  5.60  1.77
H  -1.43  4.78  1.81
H  -1.88  2.43  1.22
C  3.79  -1.06  -3.87
C  3.07  -0.02  -3.03
C  1.58  0.08  -3.34
S  0.71  -1.38  -2.76
O  0.39  -1.05  -1.26
C  -0.88  -1.26  -3.58
C  -1.69  0.02  -3.36
C  -1.57  1.05  -4.48
H  4.85  -1.09  -3.63
H  3.70  -0.84  -4.93
H  3.40  -2.07  -3.70
H  3.49  0.98  -3.23
H  3.22  -0.20  -1.96
H  1.39  0.12  -4.41
H  1.08  0.93  -2.86
H  -1.40  -2.16  -3.26
H  -0.62  -1.42  -4.64
H  -1.42  0.47  -2.40
H  -2.74  -0.28  -3.26
H  -0.57  1.48  -4.54
H  -2.27  1.86  -4.33
H  -1.79  0.60  -5.45

2S+1: 7
HOMO energy (spin up / spin down) in eV: -18.38 / -18.38
Orbital gap (spin up / spin down) in eV: 7.605 / 10.086
Energy in eV: -63240.940
Net charge: +3

***

# 2
The following is a DFT calculation (ωB97M-V with the def2-TZVPD basis set) of a single CH2O2 molecule at a distorted geometry.

CARTESIAN COORDINATES (ANGSTROEM)
C  0.48  -0.09  -0.12
O  -0.44  0.54  0.35
O  -1.67  0.32  0.22
H  1.44  0.20  0.36
H  0.20  -0.97  -0.81

HOMO energy (spin up / spin down) in eV: -9.69 / -9.69
Orbital gap (spin up / spin down) in eV: 9.664 / 9.665
Energy in eV: -5158.803
Net charge: 0

***

# 3
The following is a DFT calculation (ωB97M-V with the def2-TZVPD basis set) of 2 unconnected molecules or ions with the total composition C4H6O at a distorted geometry.

CARTESIAN COORDINATES (ANGSTROEM)
C  0.34  0.81  -0.01
C  -0.50  -0.16  -0.15
C  2.82  -0.20  0.07
C  -2.00  0.00  -0.04
O  4.01  -0.07  -0.02
H  -0.16  -1.17  -0.32
H  2.33  -1.15  0.33
H  0.30  1.86  0.16
H  -2.28  1.05  -0.08
H  -2.33  -0.42  0.91
H  -2.51  -0.54  -0.84

HOMO energy (spin up / spin down) in eV: -8.49 / -8.60
Orbital gap (spin up / spin down) in eV: 8.801 / 8.833
Energy in eV: -6287.690
Net charge: 0

***

# 4
The following is a DFT calculation (ωB97M-V with the def2-TZVPD basis set) of a gas-phase ion, C3H6NO2 (charge +1) at a distorted geometry.

CARTESIAN COORDINATES (ANGSTROEM)
C  -1.49  0.20  -0.20
C  -0.24  0.49  -0.66
C  2.03  0.27  0.11
N  -2.16  -0.63  0.62
O  0.99  -0.06  -0.49
O  2.97  -0.57  0.24
H  -2.31  0.84  -0.55
H  -0.30  1.36  -1.34
H  2.28  1.39  0.34
H  -1.64  -1.29  1.04
H  -3.10  -0.55  0.99
H  2.98  -1.44  -0.10

HOMO energy in eV: -12.86
Orbital gap in eV: 7.837
Energy in eV: -8783.511
Net charge: +1

***

# 5
The following is a DFT calculation (ωB97M-V with the def2-TZVPD basis set) of a molecular structure, C23H20ClN2O6S at a distorted geometry.

CARTESIAN COORDINATES (ANGSTROEM)
C  6.89  -1.86  1.62
C  5.82  -2.77  1.84
C  4.82  -2.92  0.88
C  4.83  -2.16  -0.30
C  3.73  -2.32  -1.31
O  2.75  -1.31  -1.20
C  1.90  -1.30  -2.27
N  0.67  -0.48  -2.29
N  -0.21  -0.02  -1.57
C  0.11  1.61  -1.70
O  0.69  2.11  -2.64
O  -0.54  2.19  -0.70
C  -0.37  3.64  -0.79
C  -0.71  4.23  0.54
C  -2.04  4.54  0.84
C  -2.42  4.98  2.11
C  -1.43  5.13  3.12
C  -0.08  4.87  2.81
C  0.27  4.42  1.53
O  2.08  -1.95  -3.29
C  5.90  -1.30  -0.54
C  6.92  -1.14  0.40
H  7.70  -1.73  2.39
H  5.81  -3.35  2.78
H  4.03  -3.63  1.04
H  4.17  -2.33  -2.33
H  3.25  -3.30  -1.15
H  0.67  3.91  -1.07
H  -1.10  4.04  -1.54
H  -2.77  4.44  0.05
H  -3.47  5.21  2.33
H  -1.73  5.47  4.14
H  0.68  5.01  3.60
H  1.31  4.23  1.29
H  5.95  -0.76  -1.47
H  7.76  -0.45  0.22
Cl  -1.88  -1.00  -3.81
C  -1.98  -0.53  -2.08
S  -2.21  -1.87  -1.00
C  -3.93  -2.15  -0.36
C  -4.38  -1.46  0.76
C  -5.65  -1.70  1.29
C  -6.49  -2.66  0.70
C  -6.02  -3.37  -0.43
C  -4.75  -3.12  -0.94
O  -1.90  -3.05  -1.78
O  -1.52  -1.68  0.26
H  -2.77  0.20  -1.84
H  -3.75  -0.75  1.27
H  -6.01  -1.16  2.17
H  -7.52  -2.85  1.10
H  -6.68  -4.12  -0.88
H  -4.40  -3.71  -1.77

HOMO energy in eV: -3.15
Orbital gap in eV: 5.740
Energy in eV: -62793.794
Net charge: -1

***

# 6
The following is a DFT calculation (ωB97M-V with the def2-TZVPD basis set) of a molecular structure, C13H19CrN2O8S at a distorted geometry.

CARTESIAN COORDINATES (ANGSTROEM)
Cr  0.07  -1.27  -0.55
C  2.55  -1.35  -2.38
O  1.97  -1.79  -1.15
C  2.21  -3.16  -0.81
C  1.79  -3.29  0.63
O  0.44  -2.84  0.69
C  -0.31  -3.24  1.83
H  3.63  -1.32  -2.27
H  2.16  -0.35  -2.57
H  2.26  -2.01  -3.20
H  3.28  -3.38  -0.91
H  1.63  -3.81  -1.46
H  2.41  -2.65  1.27
H  1.85  -4.33  0.97
H  -0.35  -4.33  1.87
H  -1.32  -2.85  1.71
H  0.14  -2.84  2.74
C  -0.12  5.51  2.03
C  -0.47  4.32  1.18
C  0.04  4.19  -0.11
C  -0.25  3.08  -0.88
C  -1.07  2.10  -0.36
C  -1.60  2.20  0.91
C  -1.29  3.32  1.68
S  -1.46  0.71  -1.38
O  -2.52  1.04  -2.28
O  -0.15  0.30  -1.99
N  -1.76  -0.49  -0.37
C  -2.78  -1.46  -0.80
C  -2.13  -2.65  -1.51
O  -2.77  -3.61  -1.86
O  -0.83  -2.51  -1.68
H  0.46  6.24  1.48
H  0.47  5.20  2.90
H  -1.02  6.00  2.40
H  0.69  4.96  -0.51
H  0.16  2.98  -1.88
H  -2.22  1.41  1.31
H  -1.69  3.40  2.68
H  -3.51  -1.01  -1.47
H  -3.32  -1.83  0.07
O  2.21  0.66  2.15
N  1.62  0.87  1.14
O  0.90  -0.16  0.75

2S+1: 4
HOMO energy (spin up / spin down) in eV: -8.90 / -9.02
Orbital gap (spin up / spin down) in eV: 8.943 / 9.328
Energy in eV: -72404.381
Net charge: 0

***

# 7
The following is a DFT calculation (ωB97M-V with the def2-TZVPD basis set) of a gas-phase ion, C5H10NO (charge -1) at a distorted geometry.

CARTESIAN COORDINATES (ANGSTROEM)
C  2.60  0.42  -0.07
C  1.35  0.41  0.37
N  1.04  1.05  1.62
C  0.25  -0.27  -0.47
C  -1.17  0.09  -0.10
C  -2.21  -0.95  -0.66
O  -3.45  -0.55  -0.81
H  3.34  1.09  0.37
H  2.86  0.07  -1.05
H  0.90  0.31  2.29
H  0.15  1.52  1.51
H  0.38  -1.36  -0.44
H  0.48  -0.02  -1.50
H  -1.25  0.21  0.99
H  -1.49  1.08  -0.45
H  -1.70  -1.26  -1.62
H  -2.07  -1.83  0.03

SMILES: C=C(N)CCC[O-]
HOMO energy in eV: -2.34
Orbital gap in eV: 6.082
Energy in eV: -8883.432
Net charge: -1

***

# 8
The following is a DFT calculation (ωB97M-V with the def2-TZVPD basis set) of a molecular structure, C2H6O2PS at a distorted geometry.

CARTESIAN COORDINATES (ANGSTROEM)
C  -1.95  -0.09  -0.05
C  -0.52  -0.25  0.46
O  1.80  -1.29  -0.80
O  2.25  1.50  0.19
P  0.66  -0.31  -1.10
S  3.31  0.35  0.28
H  -1.86  0.38  -1.04
H  -2.27  -1.22  -0.22
H  -2.48  0.50  0.67
H  -0.37  -1.16  1.04
H  0.00  0.57  1.05
H  1.43  1.01  -0.49

HOMO energy (spin up / spin down) in eV: -2.81 / -2.80
Orbital gap (spin up / spin down) in eV: 6.599 / 6.587
Energy in eV: -26388.750
Net charge: -1

***

# 9
The following is a DFT calculation (ωB97M-V with the def2-TZVPD basis set) of a single C3H5N3O molecule at a distorted geometry.

CARTESIAN COORDINATES (ANGSTROEM)
N  -2.08  -0.43  0.60
C  -0.77  0.14  0.45
N  -0.57  1.18  -0.56
C  0.67  1.08  -0.86
C  1.23  -0.15  -0.27
O  2.50  -0.53  -0.48
N  0.37  -0.76  0.44
H  -2.01  -1.31  1.11
H  -2.55  -0.60  -0.27
H  -0.61  0.89  1.24
H  1.22  1.86  -1.39
H  2.60  -1.38  -0.01

SMILES: N[C@@H]1N=CC(O)=N1
HOMO energy in eV: -9.77
Orbital gap in eV: 10.172
Energy in eV: -9709.013
Net charge: 0

***

# 10
The following is a DFT calculation (ωB97M-V with the def2-TZVPD basis set) of a molecular structure, C3H10NOS at a distorted geometry.

CARTESIAN COORDINATES (ANGSTROEM)
C  -0.36  -1.16  -1.38
C  0.10  1.16  -0.51
C  -0.49  -0.24  -0.25
N  0.78  -0.89  1.08
O  0.28  1.82  0.79
S  -1.83  -0.10  0.82
H  -0.53  -2.21  -0.84
H  0.62  -1.13  -1.92
H  -1.18  -1.02  -2.14
H  -0.49  1.71  -1.30
H  1.16  1.04  -0.98
H  0.40  -1.61  1.57
H  1.75  -1.00  0.89
H  0.78  -0.14  1.82
H  0.41  2.83  0.61
H  -1.41  0.95  1.75

HOMO energy in eV: -14.26
Orbital gap in eV: 10.283
Energy in eV: -17637.493
Net charge: +1

***

# 11
The following is a DFT calculation (ωB97M-V with the def2-TZVPD basis set) of a molecular structure, C9H13NOS at a distorted geometry.

CARTESIAN COORDINATES (ANGSTROEM)
C  -0.53  1.11  2.40
C  -1.59  0.43  1.90
C  -1.43  -0.06  0.59
C  0.40  0.35  0.08
C  -3.03  0.16  2.46
C  1.20  -1.63  -1.06
C  2.74  0.45  -0.84
C  0.64  0.51  -2.28
C  1.30  -0.10  -1.03
N  -2.19  -0.75  -0.16
O  -2.14  -1.25  -1.28
S  0.99  1.00  1.50
H  -0.62  1.59  3.32
H  -3.76  0.84  2.02
H  -3.03  -0.89  2.35
H  -2.96  0.52  3.49
H  1.43  -1.88  -2.02
H  1.93  -1.94  -0.30
H  0.27  -2.09  -0.84
H  3.34  -0.20  -0.38
H  3.27  0.56  -1.70
H  2.77  1.47  -0.41
H  -0.26  -0.11  -2.51
H  0.02  1.39  -2.16
H  1.26  0.51  -3.13

2S+1: 3
HOMO energy (spin up / spin down) in eV: -6.65 / -8.49
Orbital gap (spin up / spin down) in eV: 7.403 / 7.608
Energy in eV: -23909.720
Net charge: 0

***

# 12
The following is a DFT calculation (ωB97M-V with the def2-TZVPD basis set) of 2 unconnected molecules or ions with the total composition C7H10Cl2OSi at a distorted geometry.

CARTESIAN COORDINATES (ANGSTROEM)
C  -2.79  1.81  -0.24
C  -0.75  -0.86  -0.60
C  -2.28  0.56  -0.38
C  -1.21  -2.08  -0.69
C  1.57  1.22  -1.14
C  2.29  -1.10  0.27
C  -0.03  0.81  1.66
O  -3.34  2.75  0.14
Si  0.77  0.09  0.14
Cl  -3.74  -0.43  -0.44
Cl  -0.07  -3.45  -0.48
H  -2.26  -2.42  -0.89
H  2.56  1.38  -1.39
H  1.21  0.74  -2.08
H  0.98  2.08  -0.98
H  2.03  -2.10  0.34
H  2.98  -0.85  -0.54
H  2.77  -0.98  1.23
H  -1.00  1.44  1.52
H  -0.30  -0.08  2.23
H  0.63  1.46  2.31

HOMO energy in eV: -8.58
Orbital gap in eV: 7.915
Energy in eV: -42386.302
Net charge: 0